{"formula": "C39H75BN2O4S3", "method": "ωB97M-V/def2-TZVPD", "homo_lumo_gap_ev": 6.44, "e_lumo_ev": -1.89, "e_homo_ev": -8.3, "smiles": "CCN(CC)C(=S)SCCCC1=CC(=O)C(N=C=S)=C(B(O)O)C1=O.CCCCCC.CCCCCC.CCCCCC.CCCCCC", "species": ["C", "C", "N", "C", "C", "C", "S", "S", "C", "C", "C", "C", "C", "C", "O", "C", "N", "C", "S", "C", "B", "O", "O", "C", "O", "H", "H", "H", "H", "H", "H", "H", "H", "H", "H", "H", "H", "H", "H", "H", "H", "H", "H", "H", "C", "C", "C", "C", "C", "C", "H", "H", "H", "H", "H", "H", "H", "H", "H", "H", "H", "H", "H", "H", "C", "C", "C", "C", "C", "C", "H", "H", "H", "H", "H", "H", "H", "H", "H", "H", "H", "H", "H", "H", "C", "C", "C", "C", "C", "C", "H", "H", "H", "H", "H", "H", "H", "H", "H", "H", "H", "H", "H", "H", "C", "C", "C", "C", "C", "C", "H", "H", "H", "H", "H", "H", "H", "H", "H", "H", "H", "H", "H", "H"], "positions_angstrom": [[3.5902, -2.2989, 0.8611], [2.7650, -2.3470, -0.5932], [3.7992, -2.0867, -1.6604], [3.5887, -0.7914, -2.4028], [2.1230, -0.6116, -3.1130], [4.0444, -3.2699, -2.5640], [4.1416, -3.2121, -4.2836], [4.3257, -5.0073, -1.8186], [2.9779, -6.1696, -2.4505], [1.5933, -5.4114, -2.8937], [0.2831, -6.3759, -2.5258], [-1.0673, -5.4912, -2.2383], [-2.3683, -5.8849, -2.9017], [-3.6974, -4.9126, -2.6077], [-4.9167, -5.4416, -2.4555], [-3.3536, -3.2852, -2.5127], [-4.2712, -2.2380, -3.1052], [-5.0850, -1.6670, -2.1391], [-5.7352, -0.4962, -1.0364], [-2.0593, -2.8994, -1.8330], [-1.5064, -1.3563, -1.6747], [-1.1349, -0.5485, -2.8589], [-1.3586, -0.7975, -0.2928], [-1.1246, -4.1531, -1.2438], [-0.5027, -4.0738, -0.0566], [2.8766, -2.4242, 1.7883], [4.5310, -2.9941, 0.8711], [4.0077, -1.1833, 0.9243], [2.2399, -3.3913, -0.6434], [1.9252, -1.5389, -0.4947], [3.6699, 0.0771, -1.5876], [4.4961, -0.5791, -3.1489], [1.5827, 0.4086, -2.8078], [1.4431, -1.5538, -2.9664], [2.3322, -0.4996, -4.2806], [2.6975, -6.8704, -1.5268], [3.3308, -6.8700, -3.3326], [1.4601, -4.3281, -2.4715], [1.5711, -5.3040, -4.0825], [0.5365, -7.1593, -1.6670], [0.1046, -7.0327, -3.5060], [-2.4513, -6.8218, -3.6099], [-1.4607, 0.3763, -2.6510], [-0.7554, 0.0248, -0.3224], [-1.2775, 1.3589, 5.8742], [-1.5751, 1.6006, 4.4022], [-3.0684, 1.5499, 4.0703], [-3.7521, 0.2014, 4.3277], [-3.1436, -0.9929, 3.5888], [-3.2261, -0.8678, 2.0753], [-1.5901, 0.3597, 6.1907], [-0.2012, 1.4424, 6.0587], [-1.7865, 2.0964, 6.5013], [-1.0210, 0.8802, 3.7912], [-1.1931, 2.5922, 4.1293], [-3.2037, 1.8321, 3.0196], [-3.5887, 2.3182, 4.6565], [-4.8094, 0.2929, 4.0475], [-3.7453, -0.0104, 5.4032], [-3.6850, -1.8973, 3.8912], [-2.1033, -1.1415, 3.8903], [-4.2635, -0.7607, 1.7475], [-2.8141, -1.7648, 1.6023], [-2.6553, -0.0105, 1.7089], [-1.6781, 8.5345, 5.4926], [-2.5040, 7.9430, 6.6248], [-2.1509, 6.4863, 6.9346], [-2.3994, 5.4939, 5.7920], [-3.8358, 5.4476, 5.2658], [-4.8446, 5.0006, 6.3126], [-1.8511, 8.0088, 4.5492], [-1.9476, 9.5849, 5.3399], [-0.6101, 8.4893, 5.7241], [-3.5699, 8.0389, 6.3923], [-2.3322, 8.5408, 7.5285], [-2.7138, 6.1700, 7.8206], [-1.0917, 6.4299, 7.2165], [-2.1143, 4.4921, 6.1385], [-1.7269, 5.7241, 4.9576], [-3.8727, 4.7426, 4.4266], [-4.1290, 6.4209, 4.8633], [-4.5943, 4.0090, 6.6990], [-5.8446, 4.9476, 5.8707], [-4.8922, 5.6992, 7.1522], [8.8131, 2.4486, 4.1425], [8.5155, 2.6903, 2.6705], [7.0222, 2.6396, 2.3385], [6.3385, 1.2910, 2.5960], [6.9470, 0.0968, 1.8571], [6.8644, 0.2219, 0.3436], [8.5005, 1.4494, 4.4589], [9.8894, 2.5321, 4.3269], [8.3041, 3.1861, 4.7695], [9.0696, 1.9699, 2.0595], [8.8975, 3.6819, 2.3976], [6.8869, 2.9218, 1.2879], [6.5019, 3.4079, 2.9247], [5.2812, 1.3826, 2.3157], [6.3453, 1.0793, 3.6715], [6.4056, -0.8076, 2.1595], [7.9873, -0.0518, 2.1585], [5.8270, 0.3290, 0.0158], [7.2765, -0.6751, -0.1295], [7.4353, 1.0792, -0.0228], [-2.7716, -0.7192, -10.3431], [-3.8925, -1.4543, -9.6241], [-4.2474, -0.8393, -8.2682], [-3.1219, -0.8541, -7.2264], [-2.5544, -2.2363, -6.8954], [-3.5811, -3.1755, -6.2813], [-1.8363, -0.7562, -9.7774], [-2.5859, -1.1798, -11.3193], [-3.0359, 0.3291, -10.5084], [-3.6261, -2.5103, -9.5090], [-4.7864, -1.4309, -10.2596], [-5.1235, -1.3607, -7.8653], [-4.5621, 0.2010, -8.4216], [-3.5007, -0.3941, -6.3045], [-2.3027, -0.2103, -7.5669], [-1.7316, -2.1090, -6.1817], [-2.1202, -2.6968, -7.7868], [-3.9983, -2.7530, -5.3634], [-3.1109, -4.1313, -6.0292], [-4.4019, -3.3845, -6.9725]], "forces_ev_per_a": [[-0.1, 1.6, -0.4], [0.3, -0.7, 3.1], [-1.2, -2.6, -2.8], [0.3, 2.0, 0.4], [0.5, 0.4, -1.5], [-0.7, 0.9, -1.1], [-0.1, 0.3, 3.1], [-0.9, 1.1, 0.0], [-1.6, -0.5, -0.3], [-0.6, -0.5, -1.0], [0.1, 0.1, -0.5], [-3.5, -1.2, -1.7], [2.9, 2.5, 2.3], [-3.9, -2.6, 0.3], [7.6, 3.7, -1.1], [3.7, 0.2, 2.0], [-3.6, 1.0, 6.9], [3.3, 1.2, -1.8], [1.9, -4.3, -3.8], [-2.9, -2.4, -1.6], [0.6, 1.7, 1.0], [-2.0, -0.5, 3.2], [1.1, 0.2, -3.9], [1.6, 0.1, 3.7], [-3.6, -0.5, -7.6], [1.5, -0.1, -1.9], [-2.1, 1.1, 0.0], [-0.8, -2.3, 0.0], [1.1, 2.0, -0.3], [1.7, -1.4, -0.7], [-0.1, -2.0, -1.5], [-2.2, -0.8, 1.6], [1.2, -2.5, -0.4], [1.3, 2.0, -0.2], [-0.6, -0.4, 2.5], [0.9, 1.6, -1.9], [-0.5, 1.6, 1.8], [0.4, -2.2, -0.5], [0.2, -0.1, 2.7], [-0.7, 2.0, -1.6], [0.0, 1.4, 2.3], [0.0, 2.1, 1.7], [0.8, -1.4, -0.5], [-1.5, -1.8, 0.0], [0.2, -0.1, 0.0], [-0.1, 0.2, 0.0], [0.0, 0.0, -0.1], [0.0, 0.0, 0.2], [-0.3, 0.0, 0.0], [0.2, -0.2, 0.0], [0.0, 0.1, 0.0], [-0.1, 0.0, 0.1], [0.0, -0.1, 0.0], [-0.1, 0.0, 0.0], [0.0, -0.1, 0.0], [0.0, 0.0, 0.1], [0.1, 0.0, 0.0], [0.1, 0.0, 0.0], [0.0, 0.1, -0.1], [0.1, 0.1, 0.0], [0.0, 0.0, 0.0], [0.0, 0.1, 0.0], [-0.1, 0.2, 0.0], [-0.1, -0.1, 0.0], [-0.1, 0.2, -0.1], [0.1, 0.0, 0.1], [-0.1, -0.1, 0.1], [0.1, 0.1, -0.1], [0.2, -0.2, 0.0], [-0.2, 0.1, -0.1], [0.1, 0.0, 0.1], [0.1, -0.1, 0.0], [-0.1, 0.0, -0.1], [0.0, 0.0, 0.0], [-0.1, -0.1, -0.1], [0.1, 0.0, -0.1], [-0.1, 0.0, 0.0], [0.0, 0.1, 0.0], [0.0, 0.0, 0.1], [0.0, 0.1, 0.0], [0.0, 0.0, 0.0], [0.0, 0.0, 0.0], [0.1, 0.0, 0.1], [0.0, -0.1, 0.0], [0.2, -0.1, 0.0], [-0.1, 0.1, 0.0], [0.0, 0.0, -0.2], [0.1, 0.0, 0.2], [-0.2, 0.0, 0.1], [0.2, -0.1, -0.1], [0.0, 0.1, 0.0], [-0.1, 0.0, 0.1], [0.0, -0.1, 0.0], [-0.1, 0.0, 0.0], [0.0, -0.1, 0.0], [0.0, 0.0, 0.1], [0.1, -0.1, 0.0], [0.1, 0.0, 0.0], [0.0, 0.0, -0.1], [0.1, 0.1, 0.0], [0.0, 0.0, 0.0], [0.0, 0.0, 0.0], [-0.1, 0.1, 0.0], [-0.1, 0.0, 0.0], [0.1, -0.1, -0.2], [-0.1, 0.1, 0.0], [-0.1, -0.1, 0.1], [0.1, 0.1, -0.1], [0.0, 0.2, 0.2], [0.0, -0.2, 0.0], [-0.1, 0.0, -0.1], [0.0, 0.1, 0.1], [0.1, 0.0, 0.0], [0.0, 0.1, 0.0], [0.1, -0.1, 0.1], [0.1, 0.1, 0.0], [0.0, -0.1, 0.0], [0.0, -0.1, -0.1], [-0.1, 0.0, 0.0], [0.0, 0.0, -0.1], [0.0, 0.0, 0.0], [0.0, 0.0, -0.2], [-0.1, 0.0, 0.0], [0.0, 0.0, 0.1]]}